(1)
Entry from the Open Molecules 2025 dataset: C27H41GeN4PTl as an isolated structure (ωB97M-V with the def2-TZVPD basis set).

Properties
net charge: +1
gap between HOMO and LUMO: 6.2 eV
relative energy (zero: lowest compared OMol25 entry of this formula, charge and spin): 9.70 kcal per mole
LUMO energy: -4.685 eV

XYZ file:
```
75
Properties=species:S:1:pos:R:3:mulliken_charge:R:1
Tl -0.92 0.79 0.85 0.4637
Ge -3.68 1.48 1.33 0.1991
C -3.63 2.04 3.19 0.6693
C -4.35 1.31 4.14 -0.3930
C -4.39 1.74 5.46 -0.5696
C -3.71 2.89 5.84 -0.4264
C -2.98 3.61 4.90 -0.6995
C -2.94 3.18 3.58 -0.1589
C -4.30 2.78 0.01 0.7040
C -3.73 4.04 -0.08 -0.2164
C -4.27 4.99 -0.93 -0.6711
C -5.38 4.66 -1.70 -0.4379
C -5.94 3.39 -1.63 -0.5441
C -5.39 2.44 -0.78 -0.4019
H -4.48 0.17 1.19 -0.0174
H -4.87 0.41 3.85 0.2965
H -4.95 1.18 6.19 0.3845
H -3.75 3.23 6.86 0.3962
H -2.45 4.51 5.20 0.3910
H -2.36 3.74 2.85 0.2073
H -2.86 4.30 0.52 0.2176
H -3.84 5.98 -1.00 0.3886
H -5.81 5.40 -2.37 0.3935
H -6.80 3.14 -2.23 0.3845
H -5.83 1.45 -0.72 0.2982
N -0.24 -0.66 -0.46 -0.6734
P 1.23 -1.15 -0.76 -0.4469
N 2.05 -1.50 0.64 0.9129
C 3.49 -1.78 0.63 -0.4862
C 4.18 -1.11 1.82 -0.7549
C 3.53 -1.51 3.16 -0.6807
C 2.25 -2.32 2.95 -1.0120
C 1.36 -1.64 1.92 -0.5375
N 2.20 -0.12 -1.64 0.8625
C 3.04 -0.51 -2.78 -0.6693
C 4.24 0.42 -2.89 -0.9153
C 3.77 1.85 -3.18 -0.6004
C 2.58 2.23 -2.26 -0.9902
C 2.42 1.23 -1.13 -0.0567
N 1.28 -2.53 -1.69 0.3050
C 0.65 -2.44 -3.03 -0.9035
C -0.67 -3.21 -3.07 -0.8307
C -0.41 -4.71 -2.83 -0.5603
C 0.80 -4.93 -1.91 -1.0444
C 0.94 -3.76 -0.94 -0.3379
H 3.90 -1.40 -0.30 0.1287
H 3.68 -2.86 0.66 0.4173
H 4.13 -0.03 1.68 0.1358
H 5.23 -1.39 1.80 0.4832
H 3.28 -0.61 3.73 0.3207
H 4.23 -2.09 3.77 0.2985
H 1.70 -2.42 3.88 0.4194
H 2.48 -3.33 2.60 0.3246
H 1.08 -0.64 2.31 0.1110
H 0.43 -2.20 1.79 0.3846
H 2.47 -0.45 -3.72 0.4130
H 3.36 -1.55 -2.66 0.5106
H 4.89 0.07 -3.70 0.4415
H 4.82 0.39 -1.97 0.2713
H 3.46 1.91 -4.22 0.3065
H 4.60 2.54 -3.05 0.3305
H 1.65 2.25 -2.84 0.3117
H 2.73 3.23 -1.84 0.4378
H 1.55 1.52 -0.52 -0.1607
H 3.29 1.27 -0.46 0.1599
H 1.34 -2.85 -3.78 0.3206
H 0.47 -1.39 -3.26 0.5846
H -1.16 -3.06 -4.03 0.4005
H -1.32 -2.80 -2.29 0.2402
H -0.24 -5.21 -3.79 0.3142
H -1.30 -5.17 -2.39 0.3209
H 1.72 -5.00 -2.50 0.3251
H 0.70 -5.85 -1.35 0.4204
H 1.74 -3.96 -0.22 0.1539
H 0.00 -3.65 -0.38 0.4361
```


(2)
Entry from the Open Molecules 2025 dataset: C27H41N7O2ReS as an isolated structure (ωB97M-V with the def2-TZVPD basis set).

Properties
gap between HOMO and LUMO (alpha / beta): 6.6 / 6.2 eV
multiplicity: 2
relative energy (zero: lowest compared OMol25 entry of this formula, charge and spin): 0.00 kcal per mole
LUMO energy (alpha / beta): 0.296 / 0.318 eV

XYZ file:
```
79
Properties=species:S:1:pos:R:3:mulliken_spin:R:1
Re 1.59 0.41 0.59 1.3197
C 0.05 -0.72 6.25 -0.0020
C -0.33 -1.59 5.07 0.0006
N -0.96 -0.86 3.98 -0.0078
C -0.25 -0.18 3.03 -0.0123
S 1.42 -0.55 2.73 -0.0321
N -0.87 0.73 2.34 0.0258
N -0.03 1.31 1.40 -0.1320
C -0.24 2.64 1.22 -0.1053
C -1.44 3.35 1.75 0.0052
C 0.81 3.25 0.54 0.0160
C 0.87 4.60 0.09 -0.0120
C 1.98 5.07 -0.54 -0.0077
C 3.09 4.20 -0.74 -0.0560
C 3.00 2.91 -0.30 0.0455
N 1.89 2.42 0.31 -0.0933
H 0.50 -1.31 7.05 0.0002
H 0.76 0.05 5.95 0.0001
H -0.83 -0.22 6.67 0.0003
H 0.56 -2.08 4.66 0.0019
H -1.00 -2.40 5.37 -0.0001
H -1.84 -0.41 4.19 0.0006
H -1.69 3.00 2.75 -0.0021
H -1.25 4.43 1.81 -0.0001
H -2.33 3.21 1.13 -0.0053
H 0.01 5.25 0.25 -0.0054
H 2.02 6.09 -0.88 -0.0011
H 3.99 4.54 -1.22 -0.0031
H 3.81 2.20 -0.42 -0.0077
O 5.12 -1.56 -0.33 0.0150
C 3.99 -1.20 -0.09 0.0012
O 3.59 0.02 0.10 -0.0149
C 2.86 -2.23 -0.05 0.0047
C 3.15 -3.58 -0.18 -0.0004
C 2.08 -4.46 -0.19 -0.0006
C 0.79 -3.97 -0.11 -0.0008
C 0.56 -2.61 0.02 -0.0672
N 1.61 -1.77 0.07 -0.0334
H 4.18 -3.88 -0.27 0.0002
H 2.25 -5.53 -0.28 -0.0003
H -0.05 -4.65 -0.14 0.0004
H -0.69 -1.14 0.81 0.0489
C -1.19 1.46 -5.14 0.0007
C -0.51 2.31 -4.07 -0.0001
N -0.16 1.58 -2.85 0.0066
C -1.12 1.65 -1.75 -0.0161
C -2.49 1.10 -2.11 -0.0007
C 1.03 0.97 -2.71 0.0200
C 1.92 0.91 -3.93 0.0006
N 1.46 0.42 -1.61 0.0165
H -1.36 2.06 -6.04 -0.0003
H -2.15 1.07 -4.81 0.0001
H -0.57 0.61 -5.43 0.0001
H -1.18 3.11 -3.75 -0.0007
H 0.37 2.80 -4.47 0.0007
H -1.19 2.70 -1.44 0.0011
H -0.71 1.10 -0.91 0.0301
H -3.03 1.75 -2.80 0.0005
H -3.09 1.01 -1.20 -0.0006
H -2.41 0.11 -2.56 0.0001
H 2.30 1.91 -4.15 0.0017
H 1.40 0.55 -4.81 0.0010
H 2.78 0.27 -3.74 -0.0018
H 2.34 -0.05 -1.84 0.0161
C -2.56 -3.69 -0.61 0.0006
C -2.06 -2.75 0.49 0.0103
C -1.85 -3.51 1.81 0.0039
C -3.14 -1.69 0.72 0.0018
C -0.79 -1.96 0.10 0.0329
H -3.54 -4.08 -0.34 0.0001
H -1.92 -4.55 -0.80 0.0001
H -2.67 -3.15 -1.56 -0.0001
H -2.80 -3.94 2.14 0.0003
H -1.51 -2.82 2.59 -0.0021
H -1.13 -4.32 1.73 -0.0002
H -4.08 -2.16 1.02 -0.0001
H -3.33 -1.12 -0.19 -0.0006
H -2.83 -0.99 1.50 0.0005
H -0.97 -1.46 -0.87 -0.0060
```


(3)
Entry from the Open Molecules 2025 dataset: C27H42Cl3N4O3PrSi as an isolated structure (ωB97M-V with the def2-TZVPD basis set).

Properties
gap between HOMO and LUMO (alpha / beta): 6.0 / 6.0 eV
multiplicity: 3
relative energy (zero: lowest compared OMol25 entry of this formula, charge and spin): 0.00 kcal per mole
LUMO energy (alpha / beta): 0.203 / 0.204 eV

XYZ file:
```
81
Properties=species:S:1:pos:R:3:mulliken_spin:R:1
C -1.56 -2.14 -3.82 0.0001
C -1.20 -2.95 -2.61 0.0000
H -1.69 -2.75 -4.70 0.0000
H -0.78 -1.37 -3.99 0.0000
H -2.49 -1.58 -3.62 0.0000
C -0.62 -4.16 -2.66 -0.0002
C -0.22 -4.84 -3.92 0.0000
H -0.43 -4.72 -1.74 0.0000
H 0.11 -4.13 -4.70 0.0000
H -1.07 -5.42 -4.33 0.0000
H 0.59 -5.55 -3.72 0.0000
Pr 0.81 1.29 0.33 2.0142
Cl -2.01 1.42 0.43 -0.0050
Cl 2.96 2.61 -0.60 -0.0055
H 0.97 5.59 4.12 0.0000
H -1.24 6.49 3.28 0.0000
C 1.19 5.19 3.13 -0.0001
C -1.00 6.10 2.28 0.0000
N -0.07 5.00 2.41 0.0003
H 1.70 4.23 3.21 0.0000
C -0.27 3.86 1.77 -0.0025
O 0.60 2.94 1.87 0.0013
H -1.90 5.73 1.80 0.0000
H -1.19 3.73 1.18 -0.0009
H 1.82 5.90 2.59 0.0000
H -0.56 6.91 1.69 0.0000
H 1.43 -1.33 -2.86 -0.0003
H 2.55 -4.11 -2.07 0.0000
C 2.51 -1.21 -2.66 -0.0001
C 3.39 -3.43 -1.90 0.0000
N 2.91 -2.08 -1.56 0.0008
H 2.71 -0.17 -2.40 0.0004
C 2.80 -1.68 -0.29 0.0001
O 2.23 -0.60 0.05 0.0004
H 4.00 -3.81 -1.08 0.0000
H 3.23 -2.37 0.46 -0.0003
H 3.08 -1.50 -3.54 0.0000
H 3.98 -3.37 -2.82 0.0000
O -0.49 -1.22 -1.78 -0.0006
C -1.32 -2.15 -1.31 0.0003
C 0.23 -3.47 0.26 -0.0002
C -1.01 -2.90 0.01 0.0006
H 1.04 -3.29 -0.46 0.0000
C 0.42 -4.32 1.36 0.0000
H -2.35 -1.74 -1.25 -0.0001
C -2.06 -3.11 0.90 -0.0002
H 1.39 -4.78 1.53 0.0000
C -0.67 -4.60 2.20 0.0000
C -1.90 -3.99 1.97 0.0000
H -3.01 -2.61 0.69 0.0000
H -0.55 -5.30 3.03 0.0000
H -2.76 -4.21 2.62 0.0000
Si -0.50 3.19 -3.15 0.0003
Cl 0.12 1.24 -2.27 0.0003
C 1.10 4.11 -3.31 0.0001
C -1.66 4.04 -1.98 0.0003
C -1.23 2.94 -4.84 -0.0002
H 1.80 3.86 -2.50 -0.0002
H 0.89 5.19 -3.27 0.0000
H 1.60 3.90 -4.27 0.0000
H -0.52 2.51 -5.55 0.0000
H -1.49 3.95 -5.20 0.0000
H -2.14 2.34 -4.83 0.0000
H -1.80 3.56 -1.01 -0.0002
H -2.63 4.12 -2.47 -0.0001
H -1.28 5.06 -1.83 0.0000
N 0.82 -1.75 4.04 -0.0001
C 1.02 -1.37 2.75 -0.0002
N 0.27 -0.29 2.47 -0.0022
C -0.50 -0.01 3.60 0.0013
C -1.40 1.02 3.87 0.0010
C -1.77 1.23 5.20 0.0002
C -1.33 0.37 6.23 0.0000
C -0.51 -0.74 5.93 0.0000
C -0.13 -0.90 4.61 -0.0003
H 1.27 -2.53 4.49 0.0000
H 1.71 -1.86 2.10 -0.0006
H -1.76 1.60 3.03 -0.0016
H -2.41 2.08 5.46 0.0000
H -1.65 0.56 7.25 0.0000
H -0.16 -1.44 6.68 0.0000
```